# C3H3KLiO3

A structure of composition C3H3KLiO3 (wB97M-V/def2-TZVPD, OMol25).

Summary:
Kohn-Sham gap (alpha / beta) ... 0.334 / 0.291 Eh
E_HOMO (alpha / beta) ... -17.317 / -17.270 eV
Expectation value of S² ... 0.753

```
! wB97M-V def2-TZVPD RIJCOSX def2/J DEFGRID3
* xyz 2 2
O -2.03 -0.22 -0.11
Li -3.98 -0.65 -0.29
H 1.26 0.56 -1.58
H 2.34 -1.00 0.45
C 0.58 0.61 0.46
O 2.57 -0.33 -0.28
H 0.73 0.54 1.54
O -0.53 1.45 0.10
C -1.67 0.94 -0.09
C 1.47 0.35 -0.53
K -0.75 -2.23 0.34
*
```

***

# C21H33F3KN6O4S4

A structure of composition C21H33F3KN6O4S4 (wB97M-V/def2-TZVPD, OMol25).

Summary:
Kohn-Sham gap ... 0.243 Eh
E_HOMO ... -4.748 eV

```
! wB97M-V def2-TZVPD RIJCOSX def2/J DEFGRID3
* xyz -1 1
H 2.74 1.04 3.74
H -0.28 -4.45 -0.56
H -1.24 2.86 0.07
C -1.00 1.15 -2.77
F -2.49 -3.61 0.58
H 1.94 -4.67 -3.72
H -1.84 -1.56 5.19
S -0.19 -2.00 3.49
C 2.94 1.39 2.73
H 3.67 2.19 2.80
C 1.39 -1.55 4.27
C -1.32 -0.95 4.45
C -2.97 2.20 -3.57
H -3.07 0.28 4.21
H -3.21 1.56 -0.31
H -0.76 -4.82 -2.20
C 3.53 0.26 1.89
H 4.52 0.00 2.28
C 0.39 2.19 3.55
H -2.91 -0.99 2.97
S 1.39 2.05 2.04
H 0.56 -5.74 -1.46
C 2.53 -0.43 -2.04
H 0.10 1.15 -2.81
H -1.37 0.18 -3.11
C 0.10 -4.75 -1.53
N 1.84 -3.87 -3.11
H -0.72 -0.22 4.99
H 1.49 -2.04 5.24
O 3.54 -3.61 -5.21
H -3.37 2.98 -4.22
H 3.66 0.59 0.86
H 0.08 3.48 -3.24
H -1.25 3.14 2.53
N -3.44 2.44 -2.20
N -1.42 1.37 -1.39
C -2.70 -2.23 0.51
F -4.07 -2.16 0.29
H 3.50 -1.73 3.87
H -3.26 0.42 -1.66
C -1.09 2.28 3.18
H -3.28 4.52 -2.40
H 0.56 1.30 4.16
C -2.89 1.39 -1.34
H -3.22 3.91 -0.73
C 3.47 -2.65 -4.46
C 1.06 -3.73 -2.02
O 1.97 0.18 -1.11
H 0.17 2.67 -1.00
N 1.23 -2.54 -1.49
C -2.89 3.73 -1.76
H 1.40 -0.48 4.43
C 2.54 -2.71 -3.30
S -1.74 0.84 2.29
N -1.43 3.76 -1.81
S 2.55 -1.25 1.71
C 2.56 -1.96 3.38
C 2.13 -1.87 -2.28
O 3.37 0.05 -2.86
H 2.53 -3.04 3.23
H 0.68 3.07 4.12
K -0.12 -0.74 -0.05
H -1.69 2.45 4.09
O 4.07 -1.51 -4.67
C -1.01 3.48 -3.19
F -2.21 -1.99 -0.86
H 3.81 -0.82 -3.92
C -0.92 2.68 -0.96
N -1.51 2.19 -3.67
H -3.35 1.23 -3.90
H -1.40 4.28 -3.84
C -2.36 -0.25 3.58
*
```

***

Energy above the lowest of the compared OMol25 structures with the same formula, charge and spin values (in kcal/mol) by entry order: 21.4 0.0.
Molecular weight values (in g mol⁻¹) by entry order: 133.09 657.89.